Here is a structure of composition C15H38CrNO7P2Si2Te from OMol25. Energies are from wB97M-V/def2-TZVPD.

XYZ file:
```
67
Properties=species:S:1:pos:R:3:forces:R:3:mulliken_charge:R:1
Cr -0.980075 0.369143 -0.407429 0.34 0.00 -0.20 0.572
C -3.169536 3.524510 -2.780852 0.04 0.02 0.04 -1.812
C -3.450180 2.547740 -1.643124 0.05 -0.04 0.00 1.079
O -4.800442 2.607531 -1.178868 0.00 0.06 -0.04 -0.631
P -2.482415 2.943177 -0.154878 -0.19 -0.36 0.46 0.689
O -2.782689 4.420424 0.304852 0.27 0.11 -0.26 -0.491
O -3.161460 2.084411 0.992221 -0.04 0.20 -0.02 -0.423
O -1.041352 2.557737 -0.256435 -0.36 -0.09 0.28 -0.462
P -3.082546 0.821432 -2.224063 0.02 0.05 -0.02 0.857
O -3.365169 -0.065030 -0.868082 -0.01 -0.01 0.00 -0.500
O -3.978555 0.482764 -3.329382 0.02 0.00 0.02 -0.773
O -1.558675 0.703853 -2.268213 -0.08 0.02 -0.11 0.025
H -3.467086 4.533706 -2.494173 0.00 0.00 0.00 0.418
H -3.737455 3.222495 -3.661507 0.00 0.00 0.00 0.483
H -2.111032 3.516252 -3.046704 0.00 0.00 0.00 0.367
H -5.388796 2.491623 -1.937217 0.00 -0.06 0.00 0.395
H -2.156164 5.103024 0.029929 -0.01 -0.03 -0.02 0.352
H -4.126000 2.032072 0.891832 0.01 -0.04 -0.02 0.352
H -4.126395 -0.654272 -0.943818 0.00 0.01 0.02 0.260
C 4.534181 2.254873 -2.799589 0.07 0.00 -0.01 -1.051
Si 2.741980 2.054177 -2.345921 -0.04 -0.06 0.04 0.259
C 2.040213 3.615588 -1.611177 0.02 0.04 0.07 -0.630
C 1.727075 1.555915 -3.830962 -0.04 -0.01 -0.01 -1.037
C 2.635117 0.707237 -0.988086 -0.05 0.05 -0.07 -1.001
Te 1.271805 -0.863008 -1.478824 0.00 -0.06 0.12 -0.063
C 1.843910 -2.213773 0.064687 0.11 0.10 0.02 -0.635
Si 0.901812 -3.844382 0.001807 0.02 -0.04 0.02 0.094
C 1.450791 -4.811013 -1.488476 0.01 -0.02 -0.04 -1.049
C -0.923563 -3.449044 -0.106308 -0.10 0.06 0.08 -0.884
C 1.279290 -4.757855 1.585533 0.01 -0.03 0.02 -0.920
H 4.664641 3.064874 -3.519984 0.01 0.00 0.00 0.315
H 4.932964 1.342883 -3.248929 0.01 0.00 0.00 0.307
H 5.137161 2.489916 -1.919989 0.02 0.01 -0.01 0.323
H 1.961874 4.402022 -2.364484 0.01 0.01 0.00 0.348
H 2.675235 3.988294 -0.804029 -0.02 0.01 0.00 0.318
H 1.044935 3.429091 -1.202739 -0.02 0.03 -0.01 -0.086
H 1.787399 2.338707 -4.590870 0.01 0.00 0.00 0.377
H 0.669094 1.430533 -3.579998 0.00 -0.02 -0.01 0.172
H 2.082804 0.629809 -4.287035 -0.01 0.00 -0.02 0.334
H 2.318143 1.158178 -0.047006 0.00 -0.08 0.04 0.444
H 3.592286 0.210943 -0.824909 0.03 0.03 -0.06 0.570
H 1.682055 -1.718561 1.022175 0.02 0.06 0.01 0.059
H 2.916264 -2.382344 -0.056727 -0.02 0.00 0.00 0.588
H 1.283837 -4.248730 -2.409870 0.00 -0.01 -0.01 0.348
H 0.895992 -5.747953 -1.567710 0.00 -0.01 -0.01 0.332
H 2.513283 -5.057538 -1.433533 -0.01 0.00 0.00 0.318
H -1.203939 -3.119103 -1.109675 -0.02 0.02 -0.02 0.301
H -1.212219 -2.664707 0.603924 0.02 -0.10 -0.05 0.108
H -1.517820 -4.335400 0.124262 -0.04 0.00 -0.03 0.452
H 2.356361 -4.851601 1.741566 -0.02 -0.01 0.00 0.335
H 0.859033 -5.765272 1.566087 0.00 -0.01 0.00 0.363
H 0.857449 -4.245657 2.452972 0.00 0.01 0.03 0.205
C -0.997888 -2.060049 4.408758 0.02 0.02 0.00 -1.499
C -0.090110 -0.871653 4.054509 -0.05 -0.07 -0.08 2.233
C 1.390650 -1.267420 4.143426 -0.01 0.01 0.01 -1.528
C -0.391183 0.334373 4.952754 0.00 0.03 -0.01 -1.736
C -0.377553 -0.490242 2.660907 0.01 0.05 0.06 -0.518
N -0.599775 -0.190339 1.577486 0.00 0.18 -0.17 -0.013
H -0.789186 -2.357706 5.436057 0.00 0.00 0.00 0.437
H -0.807902 -2.912984 3.757817 0.00 -0.01 -0.01 0.244
H -2.050668 -1.789466 4.335377 0.00 0.00 0.00 0.401
H 1.606761 -1.558831 5.171071 0.00 0.01 0.00 0.461
H 2.040596 -0.433631 3.878326 0.00 0.00 0.00 0.380
H 1.616466 -2.113407 3.494505 0.00 -0.01 0.00 0.254
H -0.189313 0.051037 5.985423 0.00 0.00 0.00 0.429
H -1.435153 0.635894 4.874820 0.00 0.00 0.00 0.395
H 0.240839 1.184734 4.698494 0.00 0.00 0.00 0.388
```
Positions in Å, forces in eV/Å.

Kohn-Sham gap (alpha / beta) ... 8.747 / 9.526 eV
Charge ... +1
Multiplicity ... 5
ΔE to the lowest compared entry with this formula, charge and spin ... 65.2 kJ/mol
Expectation value of S² ... 6.017
E_HOMO (alpha / beta) ... -11.32 / -11.70 eV
E_LUMO (alpha / beta) ... -2.6 / -2.2 eV


Here is a cluster of 5 separate species, C15H39ClN3O8 in total from OMol25. Energies are from wB97M-V/def2-TZVPD.

XYZ file:
```
66
Properties=species:S:1:pos:R:3:forces:R:3:mulliken_charge:R:1
Cl -0.315385 0.850973 -0.636642 -2.49 -0.39 -0.04 1.582
O 0.659005 0.566793 0.425678 -0.87 -0.54 -1.11 -0.347
O -0.446705 2.265083 -0.682902 0.30 0.43 -0.04 -0.555
O 0.317845 0.413933 -1.895562 0.35 0.03 0.89 -0.312
O -1.632245 0.245583 -0.523722 2.67 0.40 0.40 -0.496
C 1.975455 -0.898067 3.674988 -1.69 -0.43 1.12 -1.592
C 3.401065 -0.604307 3.498048 0.49 -0.30 0.25 0.884
C 4.246285 -1.851127 3.783718 2.38 0.56 -0.09 -0.976
O 4.090945 -2.387157 5.067498 -2.09 0.45 0.71 -0.315
C 4.656005 -3.627027 5.276568 1.34 -0.72 -0.19 -0.784
N 3.518945 -0.129387 2.152878 0.38 0.40 -1.42 -0.691
H 1.326535 -0.146717 3.225008 0.03 0.26 0.17 0.456
H 1.806415 -0.901167 4.751798 -0.56 -0.38 -0.06 0.362
H 1.671295 -1.840167 3.218878 0.13 -0.17 0.15 0.311
H 3.679085 0.201343 4.177548 0.22 -0.17 0.53 0.261
H 5.287355 -1.528467 3.796788 0.53 0.47 -0.41 0.394
H 4.300125 -2.610807 3.003928 -1.07 -0.16 -0.26 0.426
H 4.360455 -4.403537 4.571028 -0.56 0.00 -0.18 0.332
H 4.519235 -3.999797 6.291668 -0.48 0.37 -0.01 0.255
H 5.737075 -3.570017 5.149538 0.48 0.10 -0.03 0.317
H 2.695895 0.438973 2.012708 -0.06 -0.03 -0.43 0.146
H 4.272305 0.523803 1.991968 0.51 -0.23 0.14 0.249
C -2.363055 5.100073 -2.825492 0.91 0.71 0.23 -1.352
C -0.864315 5.511223 -2.620252 -1.46 1.58 -0.25 0.320
C -0.478175 6.117703 -1.252192 -0.60 0.69 0.38 -0.742
O 0.942905 6.271383 -1.120582 -0.34 -0.32 0.44 -0.319
C 1.474885 6.558383 0.197688 0.07 -0.35 -1.22 -0.724
N -0.114795 4.353753 -2.913572 1.23 -0.83 -0.10 -0.637
H -2.525235 4.585143 -3.772412 0.65 0.02 -0.11 0.361
H -2.976595 5.996203 -2.918312 -0.44 -0.16 0.80 0.372
H -2.610925 4.358343 -2.066222 -0.55 0.39 0.29 0.249
H -0.692765 6.378613 -3.257682 0.37 -0.44 -0.85 0.346
H -0.948535 5.565323 -0.438722 0.38 -0.54 0.37 0.350
H -0.943985 7.101563 -1.196162 -0.08 0.32 0.06 0.458
H 1.291775 7.579283 0.532868 -0.47 0.01 -0.01 0.285
H 2.555325 6.474463 0.080598 -0.02 -0.06 -0.05 0.258
H 1.173915 5.815393 0.936258 -0.32 0.06 0.04 0.301
H 0.839105 4.617763 -3.114722 0.29 -0.04 -0.05 0.344
H -0.065645 3.955923 -1.986532 0.41 -0.95 -0.11 0.212
C -6.729755 -2.920047 0.037568 1.80 -0.65 -1.06 -1.314
C -5.424775 -3.553847 0.613518 -0.96 0.49 -0.64 0.353
C -4.151585 -2.741007 0.403448 0.44 0.04 0.48 -0.718
O -3.159595 -3.232327 1.384828 -0.60 0.19 -1.72 -0.461
C -1.918775 -2.576317 1.254598 0.19 0.73 1.21 -0.682
N -5.704975 -3.567817 2.055508 1.00 -0.66 -0.03 -0.791
H -6.767385 -1.932487 0.497358 -0.80 -0.26 0.12 0.370
H -7.527405 -3.645487 0.197558 -0.26 0.58 0.60 0.331
H -6.702095 -2.806577 -1.046162 0.19 0.17 -0.22 0.328
H -5.249575 -4.563927 0.243198 -0.11 -0.12 -0.23 0.393
H -4.434995 -1.692627 0.496598 0.30 0.44 1.06 0.282
H -3.696015 -2.695967 -0.585752 -0.10 -0.94 -0.28 0.432
H -1.372275 -2.645217 0.314018 -0.67 0.03 -0.54 0.295
H -1.184945 -2.936997 1.975368 -0.40 -0.55 0.31 0.258
H -2.109805 -1.552687 1.576788 0.42 0.46 -0.55 0.308
H -5.947945 -4.531667 2.234578 -0.54 -0.14 0.46 0.268
H -4.754245 -3.544277 2.395598 0.12 0.15 1.08 0.353
C 2.176305 -3.407957 -5.430532 -0.24 0.39 -1.08 -0.940
C 2.821875 -2.385387 -4.603542 -0.59 -0.16 3.09 0.706
O 3.587735 -2.742977 -3.713872 -0.04 0.88 -1.26 -0.560
C 2.179685 -0.981547 -4.548692 1.65 -0.33 0.01 -1.037
H 1.281805 -3.553437 -4.824872 -0.18 -0.70 -0.12 0.247
H 2.803105 -4.289787 -5.563202 -0.35 0.03 0.07 0.306
H 1.822025 -2.963287 -6.360502 0.06 -0.32 -0.25 0.332
H 1.111355 -0.850657 -4.720822 0.13 -0.47 -0.22 0.341
H 2.764635 -0.454007 -5.302102 -0.31 0.57 -0.15 0.330
H 2.466775 -0.580957 -3.576472 -0.14 0.12 -0.09 0.284
```
Positions in Å, forces in eV/Å.

Kohn-Sham gap (alpha / beta) ... 9.779 / 3.582 eV
Charge ... 0
Multiplicity ... 2
Expectation value of S² ... 0.766
E_HOMO (alpha / beta) ... -9.45 / -9.43 eV
E_LUMO (alpha / beta) ... 0.3 / -5.9 eV


Q: The lowest charge belongs to which entry?
A: C15H39ClN3O8